Model P:
Below is a cluster of 2 separate species, C5H9NO2 in total, with properties calculated with the ωB97M-V functional and the def2-TZVPD basis.

Last column: Löwdin charge in e.
Element x y z (Å)
C  -3.092  0.118  -0.259  -0.57
N  -2.575  0.933  0.618  0.06
C  0.469  -1.067  -0.878  -0.07
C  0.285  0.031  0.208  -0.19
C  1.675  0.418  0.797  0.13
C  3.015  0.198  0.306  -0.27
O  3.328  -0.597  -0.524  0.12
O  -2.585  -0.861  -0.791  -0.05
H  -4.151  0.302  -0.506  0.10
H  -3.213  1.663  0.887  0.01
H  -0.464  -1.564  -1.046  0.05
H  0.765  -0.564  -1.789  0.08
H  1.370  -1.637  -0.523  0.08
H  -0.184  0.988  -0.185  0.15
H  -0.121  -0.294  1.160  0.12
H  1.722  1.090  1.649  0.11
H  3.756  0.843  0.875  0.14

Properties
highest occupied orbital energy = -7.81 eV
orbital gap = 0.125 Eh

=====

Model Q:
Below is a cluster of 2 separate species, C5H9NO2 in total, with properties calculated with the ωB97M-V functional and the def2-TZVPD basis.

Last column: Löwdin charge in e.
Element x y z (Å)
C  -1.440  0.853  0.362  -0.03
C  1.284  -0.252  -1.190  -0.06
C  0.011  -0.678  1.694  -0.03
C  -0.041  2.759  0.052  0.00
C  -0.524  -0.112  0.416  -0.40
O  -0.101  -2.091  -0.756  -0.04
N  -0.063  -0.656  -0.824  -0.21
O  -0.033  3.038  -1.051  0.04
H  -0.652  -2.355  -1.504  0.10
H  -1.846  1.289  1.257  0.07
H  -1.884  1.144  -0.573  0.07
H  1.317  0.832  -1.253  0.06
H  1.497  -0.674  -2.176  0.09
H  2.044  -0.602  -0.489  0.08
H  1.091  -0.803  1.640  0.07
H  -0.236  -0.028  2.528  0.08
H  -0.424  -1.663  1.868  0.08

Properties
highest occupied orbital energy = -8.83 eV
orbital gap = 0.358 Eh

=====

Model R:
Below is a cluster of 2 separate species, C5H9NO2 in total, with properties calculated with the ωB97M-V functional and the def2-TZVPD basis.

Last column: Löwdin charge in e.
Element x y z (Å)
C  0.127  -0.639  1.536  -0.01
C  -0.233  0.465  0.584  -0.46
O  -0.967  1.380  0.869  0.06
C  0.440  0.392  -0.788  -0.40
C  1.832  1.021  -0.669  -0.02
O  0.597  -0.920  -1.266  -0.05
H  0.098  -1.602  1.030  0.08
H  1.145  -0.471  1.878  0.09
H  -0.537  -0.631  2.398  0.09
H  -0.166  0.994  -1.484  0.15
H  2.267  1.121  -1.661  0.08
H  2.475  0.376  -0.074  0.08
H  1.764  2.001  -0.204  0.09
H  -0.275  -1.321  -1.397  0.04
C  -2.871  -0.704  -0.235  -0.01
N  -2.218  -1.433  -0.824  0.11
H  -3.479  -0.029  0.306  0.07

Properties
SMILES string = CC(=O)[C@@H](C)O.C#N
highest occupied orbital energy = -9.41 eV
orbital gap = 0.380 Eh

=====

Most stable structure, least stable structure: model R, model P.

=====

Model P:
Below is a cluster of 3 separate species, C3H3NO2 in total, with properties calculated with the ωB97M-V functional and the def2-TZVPD basis.

Last column: Löwdin charge in e.
Element x y z (Å)
C  -4.154  -1.671  -0.241  -0.08
C  4.281  0.604  0.157  -0.40
C  -3.056  -1.897  -0.476  -0.03
N  4.039  1.749  0.116  -0.11
O  3.900  2.650  -0.944  -0.41
O  4.576  -0.508  0.624  -0.08
H  -4.453  -1.158  0.554  -0.04
H  -2.414  -2.215  -1.236  0.01
H  -2.720  2.446  1.445  -0.86

Properties
net charge = -2
highest occupied orbital energy = 1.75 eV
orbital gap = 0.141 Eh

=====

Model Q:
Below is a cluster of 2 separate species, C3H3NO2 in total, with properties calculated with the ωB97M-V functional and the def2-TZVPD basis.

Last column: Löwdin charge in e.
Element x y z (Å)
C  -0.965  0.745  -0.053  -0.40
C  -0.007  -0.156  0.125  -0.10
C  -0.220  1.143  1.114  -0.44
N  1.235  -2.040  -0.905  -0.45
O  0.240  -2.694  -1.298  -0.32
O  1.937  -1.400  -1.794  -0.36
H  -1.995  1.189  -0.487  0.05
H  0.408  2.159  1.117  0.02
H  -0.632  1.055  2.180  0.00

Properties
net charge = -2
highest occupied orbital energy = 2.00 eV
orbital gap = 0.209 Eh

=====

Model R:
Below is the ion C3H3NO2 with charge -2, with properties calculated with the ωB97M-V functional and the def2-TZVPD basis.

Last column: Löwdin charge in e.
Element x y z (Å)
O  1.360  -1.711  0.394  -0.32
N  1.332  -0.381  0.464  -0.50
O  2.428  0.201  0.755  -0.28
C  0.252  0.211  0.260  -0.37
C  -0.718  1.289  -0.084  -0.24
C  -1.085  -0.154  -0.229  -0.32
H  -0.527  2.000  -0.912  -0.06
H  -1.865  -0.747  0.484  0.07
H  -1.176  -0.707  -1.131  0.02

Properties
net charge = -2
SMILES string = [O-]N([O-])C1=CC1
highest occupied orbital energy = 3.14 eV
orbital gap = 0.176 Eh

=====

Most stable structure, least stable structure: model R, model P.

=====

Model P:
Below is the ion C8H14N3 with charge +1, with properties calculated with the ωB97M-V functional and the def2-TZVPD basis.

Last column: Löwdin charge in e.
Element x y z (Å)
C  -2.849  0.398  -3.276  0.17
C  -1.891  0.128  -2.447  -0.05
N  -0.960  -0.080  -1.758  0.19
C  0.311  -0.237  -1.606  0.11
C  1.128  -0.187  -0.361  -0.21
C  1.228  -1.621  0.555  -0.08
N  0.504  -1.485  1.788  -0.03
C  -0.767  -0.797  1.621  -0.17
C  -0.654  0.638  1.017  -0.14
N  0.682  0.871  0.500  -0.20
C  1.705  1.598  1.225  -0.03
H  -3.902  0.565  -3.129  0.10
H  -2.554  0.265  -4.282  0.09
H  0.837  -0.123  -2.526  0.16
H  2.147  0.043  -0.508  0.12
H  0.914  -2.409  -0.069  0.09
H  2.307  -1.650  0.851  0.13
H  0.923  -1.200  2.629  0.10
H  -1.270  -0.675  2.513  0.09
H  -1.391  -1.393  0.993  0.10
H  -1.476  0.633  0.337  0.08
H  -0.864  1.328  1.837  0.13
H  2.332  2.019  0.485  0.08
H  1.244  2.371  1.718  0.07
H  2.315  0.997  1.893  0.09

Properties
net charge = +1
SMILES string = C=C=[N+]=C[C@@H]1CNCCN1C
highest occupied orbital energy = -11.26 eV
orbital gap = 0.207 Eh

=====

Model Q:
Below is the ion C8H14N3 with charge +1, with properties calculated with the ωB97M-V functional and the def2-TZVPD basis.

Last column: Löwdin charge in e.
Element x y z (Å)
C  -1.924  1.624  0.101  -0.06
C  -2.858  0.716  0.181  -0.02
C  -0.878  -0.251  -0.154  -0.05
C  0.866  -0.956  0.759  0.04
C  0.650  1.823  -0.294  -0.03
C  1.756  1.157  0.652  -0.16
C  -2.905  -1.692  -0.106  -0.01
C  2.511  -0.584  -0.882  -0.02
N  -0.648  1.062  -0.095  -0.04
N  -2.175  -0.501  0.017  -0.12
N  1.839  -0.178  0.331  -0.25
H  -2.044  2.722  0.346  0.15
H  -3.872  0.696  0.553  0.14
H  0.504  -0.831  1.734  0.11
H  0.694  -1.988  0.428  0.12
H  0.304  2.804  0.151  0.14
H  1.025  1.722  -1.330  0.13
H  2.773  1.740  0.420  0.18
H  1.501  1.378  1.641  0.11
H  -2.150  -2.407  -0.243  0.09
H  -3.641  -1.803  0.641  0.09
H  -3.476  -1.658  -1.034  0.11
H  1.833  -0.604  -1.692  0.07
H  3.355  0.144  -1.241  0.15
H  2.789  -1.644  -0.789  0.11

Properties
net charge = +1
highest occupied orbital energy = -12.79 eV
orbital gap = 0.353 Eh

=====

Model R:
Below is a cluster of 2 separate species, C8H14N3 in total, with properties calculated with the ωB97M-V functional and the def2-TZVPD basis.

Last column: Löwdin charge in e.
Element x y z (Å)
C  -1.315  2.226  1.357  -0.06
C  -0.410  2.977  0.572  -0.16
C  -0.548  1.230  1.905  -0.10
C  0.269  -2.395  -0.960  -0.07
C  -0.789  -2.138  0.092  -0.04
C  -0.848  -1.342  -1.268  -0.18
C  1.960  0.711  1.803  0.01
C  -0.415  0.022  -1.056  -0.06
N  0.774  2.424  0.703  0.04
N  0.717  1.387  1.460  -0.24
N  -0.927  1.025  -1.677  0.24
H  -2.360  2.323  1.485  0.09
H  -0.673  3.866  -0.004  0.12
H  1.313  -2.122  -1.045  0.10
H  0.124  -3.347  -1.604  0.15
H  -1.427  -3.006  0.090  0.11
H  -0.639  -1.665  1.053  0.10
H  -1.595  -1.479  -2.058  0.15
H  2.286  0.926  2.763  0.07
H  1.975  -0.409  1.650  0.11
H  2.702  0.894  1.053  0.09
H  0.242  0.117  -0.248  0.10
H  -0.737  0.370  2.558  0.13
H  -1.766  0.903  -2.392  0.23
H  -0.541  1.902  -1.603  0.08

Properties
net charge = +1
highest occupied orbital energy = -13.11 eV
orbital gap = 0.333 Eh

=====

Model S:
Below is the ion C8H14N3 with charge +1, with properties calculated with the ωB97M-V functional and the def2-TZVPD basis.

Last column: Löwdin charge in e.
Element x y z (Å)
C  -0.710  2.148  -0.548  -0.12
C  1.041  1.538  0.589  -0.32
C  2.065  1.493  1.472  0.11
C  -0.538  -1.976  0.187  -0.09
C  -2.382  -0.498  0.541  0.15
C  0.459  -0.886  0.642  -0.07
C  -0.624  0.811  -0.848  -0.17
C  1.422  -0.134  -1.413  0.02
N  0.219  2.551  0.280  0.09
N  -1.976  -1.600  -0.038  0.03
N  0.568  0.322  -0.295  -0.20
H  -1.390  2.974  -0.834  0.14
H  2.677  0.671  1.372  0.03
H  2.265  2.306  2.147  0.08
H  0.006  -2.430  -0.758  0.16
H  -0.515  -2.834  0.884  0.14
H  -1.840  0.114  1.101  0.05
H  -3.409  -0.302  0.328  0.13
H  0.217  -0.325  1.506  0.12
H  1.334  -1.381  0.655  0.10
H  -1.171  0.191  -1.530  0.12
H  1.323  -1.154  -1.672  0.08
H  1.130  0.399  -2.302  0.10
H  2.486  0.311  -1.244  0.16
H  -2.660  -2.309  -0.223  0.16

Properties
net charge = +1
highest occupied orbital energy (alpha / beta) = -10.70 / -10.70 eV
orbital gap (alpha / beta) = 0.218 / 0.218 Eh

=====

Most stable structure, least stable structure: model R, model S.